No. 1
A single C20H14FNO2 molecule. Source: the OMol25 dataset; level of theory: ωB97M-V/def2-TZVPD.

Values from the calculation:
ΔE to the lowest compared entry with this formula, charge and spin: 0.000 eV
E_HOMO: -8.364 eV
structure (SMILES): O[C@@](c1ccc(F)cc1)(c1cccnc1)c1cc2ccccc2o1
spin multiplicity: 1

The geometry in XYZ format:
```
38
Properties=species:S:1:pos:R:3:mulliken_charge:R:1
O -2.1912 0.9162 -0.7943 -0.632
C -0.8221 0.6916 -0.6130 1.907
C -0.3662 0.3561 -2.0509 -0.395
C -0.2887 -1.0077 -2.4936 -0.343
C 0.1706 -1.2657 -3.8211 -0.666
C 0.5357 -0.2047 -4.6875 0.277
F 1.0645 -0.4229 -5.9015 -0.316
C 0.3744 1.1191 -4.2160 -0.586
C -0.0977 1.3807 -2.9556 -0.441
C -0.0553 1.8472 -0.0030 -0.423
C 1.3522 1.7977 0.0169 -0.129
C 2.0608 2.8493 0.5951 -0.576
C 1.3686 3.9282 1.1280 -0.326
N 0.0145 3.9699 1.1681 -0.649
C -0.6712 2.9584 0.6247 -0.003
C -0.6757 -0.4326 0.4139 0.336
C -1.4041 -0.4715 1.5899 -0.981
C -0.8568 -1.4848 2.3943 0.987
C -1.2091 -2.0099 3.6507 -0.685
C -0.4737 -3.0936 4.1576 -0.574
C 0.5178 -3.6811 3.3789 -0.388
C 0.8711 -3.1795 2.1363 -1.006
C 0.1759 -2.0514 1.6694 0.009
O 0.2746 -1.4455 0.4632 -0.387
H -2.6535 0.1029 -1.0517 0.534
H -0.5824 -1.8631 -1.8547 0.346
H 0.3162 -2.2952 -4.1186 0.408
H 0.5776 1.9501 -4.9131 0.361
H -0.2575 2.4018 -2.6864 0.547
H 1.8966 0.9634 -0.4034 0.489
H 3.1434 2.8012 0.5497 0.370
H 1.8937 4.7923 1.5398 0.365
H -1.7405 3.0587 0.6044 0.500
H -2.2473 0.1783 1.8225 0.526
H -2.0187 -1.5375 4.2216 0.386
H -0.7481 -3.5393 5.1360 0.340
H 1.0688 -4.5196 3.7687 0.386
H 1.6829 -3.5575 1.5347 0.432
```

***

No. 2
A molecular structure, C20H14I2N4O5S4SeSn. Source: the OMol25 dataset; level of theory: ωB97M-V/def2-TZVPD.

Values from the calculation:
ΔE to the lowest compared entry with this formula, charge and spin: 0.820 eV
E_HOMO: -1.863 eV
spin multiplicity: 1
total charge: -2

The geometry in XYZ format:
```
51
Properties=species:S:1:pos:R:3:mulliken_charge:R:1
Sn -0.4659 -0.4100 -0.0188 0.865
O 3.6447 0.4870 0.5554 -0.769
C 2.5150 0.2625 0.9585 -0.347
O 1.4205 0.6626 0.3934 -0.240
C 2.3350 -0.4886 2.2856 0.350
C 1.1426 0.0584 3.0693 -0.188
C 1.1758 -0.4280 4.5226 -1.146
C 0.7332 -1.9048 4.3603 -1.008
C 0.5589 -1.9970 2.8418 -0.028
O 0.0379 -0.6881 2.5304 -0.255
C 1.9375 -1.9987 2.1547 0.052
C 1.8687 -2.5344 0.7195 -0.030
O 2.7251 -3.3170 0.3407 -0.764
O 0.8490 -2.1452 0.0297 -0.390
H 3.2639 -0.3821 2.8449 0.440
H 0.9699 1.1218 2.9315 0.756
H 0.4667 0.1336 5.1318 0.311
H 2.1689 -0.3216 4.9613 0.387
H -0.2139 -2.0932 4.8650 0.380
H 1.4727 -2.6181 4.7258 0.381
H -0.1334 -2.7558 2.4863 0.491
H 2.6461 -2.6333 2.6850 0.456
Se 0.8122 8.0425 -0.2625 0.140
N 0.2310 6.9299 1.0212 -0.901
C 0.0810 5.7599 0.4726 0.956
C -0.3882 4.5827 1.1957 0.841
C -0.7190 4.6273 2.5498 -0.693
C -1.1687 3.4802 3.1617 -0.947
C -1.2761 2.3143 2.4009 -0.354
N -0.9511 2.2603 1.1212 0.322
C -0.5172 3.3679 0.5139 -0.544
C -0.1813 3.2714 -0.9294 -0.521
N -0.3354 2.0811 -1.5103 0.209
C -0.0611 1.9542 -2.7965 0.123
C 0.3839 3.0146 -3.5891 -0.672
C 0.5460 4.2458 -3.0017 -0.671
C 0.2586 4.3892 -1.6409 0.652
C 0.4010 5.6636 -0.9464 1.014
N 0.8030 6.7608 -1.5195 -0.890
H -0.6240 5.5626 3.0863 0.489
H -1.4372 3.4679 4.2097 0.444
H -1.6596 1.3869 2.8149 0.259
H -0.1970 0.9737 -3.2408 -0.372
H 0.5878 2.8365 -4.6361 0.391
H 0.8891 5.1049 -3.5635 0.486
S -3.1396 -0.5759 1.7467 -0.364
S -3.9665 -0.6442 -0.1387 -0.131
S -3.9505 -2.6169 -0.6786 -0.107
S -1.9706 -3.1115 -0.8262 -0.280
I -1.2011 -2.0663 -2.9649 0.166
I -0.2774 -0.5905 -5.7831 -0.744
```

***

No. 3
A molecular structure, C20H15BN5NiO2SbSe4. Source: the OMol25 dataset; level of theory: ωB97M-V/def2-TZVPD.

Values from the calculation:
ΔE to the lowest compared entry with this formula, charge and spin: 3.070 eV
E_HOMO (spin up / spin down): 0.131 / 0.131 eV
spin multiplicity: 1
total charge: -2

The geometry in XYZ format:
```
49
Properties=species:S:1:pos:R:3:mulliken_charge:R:1
Ni -0.7485 0.2374 -0.3139 -0.414
N 3.6410 0.2092 -0.4647 0.059
C 2.3376 -0.1851 -0.4440 -0.311
N 1.3396 0.6175 -0.5662 -0.178
C 1.5650 1.9979 -0.6454 0.235
N 0.5485 2.8255 -0.7406 -1.349
N -0.6267 2.2074 -0.6195 1.023
C -1.7642 2.8642 -0.6400 -0.339
C -2.9408 2.0913 -0.5616 0.658
C -4.2309 2.6555 -0.5214 -1.033
C -5.3270 1.8402 -0.4678 -0.144
C -5.1463 0.4514 -0.4536 -0.835
C -3.8607 -0.0415 -0.4810 0.030
N -2.7824 0.7261 -0.5394 0.094
C 2.9121 2.4883 -0.6006 0.814
C 3.2020 3.8533 -0.6067 -0.374
C 4.5181 4.2772 -0.5575 -0.717
C 5.5501 3.3594 -0.5011 -0.381
C 5.2750 1.9937 -0.4676 -0.776
C 3.9641 1.5639 -0.5036 -0.032
H 4.3524 -0.4470 -0.1811 0.296
H 2.1567 -1.2515 -0.3528 0.450
H -1.7949 3.9489 -0.7037 0.311
H -4.3068 3.7328 -0.5159 0.345
H -6.3248 2.2583 -0.4314 0.387
H -5.9798 -0.2312 -0.4145 0.386
H -3.6829 -1.1140 -0.4654 0.356
H 2.3817 4.5534 -0.6302 0.471
H 4.7346 5.3369 -0.5471 0.383
H 6.5765 3.6932 -0.4627 0.380
H 6.0741 1.2685 -0.3931 0.364
O 0.0338 -2.4862 0.7532 -0.422
B -0.7748 -1.5838 0.0366 0.422
O -1.5526 -2.3308 -0.8942 -0.430
C -1.1911 -3.6220 -0.7357 0.726
C -1.6219 -4.7265 -1.4385 -1.059
C -1.0598 -5.9439 -1.0826 -0.439
C -0.1240 -6.0482 -0.0622 -0.434
C 0.3094 -4.9370 0.6462 -0.961
C -0.2330 -3.7244 0.2792 0.498
H -2.3610 -4.6469 -2.2227 0.454
H -1.3715 -6.8282 -1.6204 0.354
H 0.2790 -7.0212 0.1855 0.359
H 1.0278 -5.0028 1.4482 0.541
Se 1.4081 -0.8030 4.9715 -0.801
Sb -0.5973 0.1409 3.9537 0.619
Se -0.7057 0.2735 1.5416 -0.027
Se -0.6098 2.3863 4.9061 -0.772
Se -2.4668 -0.8747 5.1282 -0.788
```

***

No. 4
A molecular structure, C20H15Br2CoN3O5. Source: the OMol25 dataset; level of theory: ωB97M-V/def2-TZVPD.

Values from the calculation:
E_HOMO (spin up / spin down): -11.482 / -11.582 eV
spin multiplicity: 5
total charge: +1

The geometry in XYZ format:
```
46
Properties=species:S:1:pos:R:3:mulliken_spin:R:1
Co -0.3875 0.3190 -0.3593 2.782
O 0.3894 3.8066 3.2565 0.000
C 0.0218 2.8694 2.3892 0.002
O -0.4266 1.7646 2.6592 0.002
C 0.2887 3.3400 0.9368 -0.003
C 0.9884 4.5742 0.7629 0.000
C 0.9882 5.1151 -0.5163 0.000
C 0.3526 4.4279 -1.5758 0.000
C -0.3079 3.2239 -1.2740 0.015
N -0.2309 2.5788 -0.0849 0.022
C -1.1364 2.4165 -2.2327 -0.007
O -1.5715 2.9575 -3.3083 0.024
O -1.2895 1.1898 -1.8350 0.058
H 0.2118 3.6296 4.1908 0.000
H 1.4965 5.0509 1.5946 0.000
H 1.4689 6.0943 -0.6768 0.000
H 0.3210 4.7184 -2.6313 0.000
C -1.8901 -1.8028 -2.5533 0.005
C -0.5497 -2.1778 -2.0778 0.004
C -0.0474 -3.5169 -2.3201 -0.018
C 1.2636 -3.8952 -1.9579 0.048
C 2.0610 -2.8867 -1.3427 -0.021
C 3.4288 -3.0367 -0.8988 0.241
Br 4.2698 -4.7110 -1.0632 0.056
C 4.1217 -1.9983 -0.2978 -0.074
C 3.4942 -0.8267 0.1139 0.153
Br 4.3228 0.3333 1.2621 0.053
C 2.1407 -0.6414 -0.2646 0.155
O 1.4693 0.3965 0.1246 0.294
C 1.4811 -1.6352 -1.0455 0.122
N 0.1600 -1.3251 -1.3404 0.055
H -2.1365 -2.2687 -3.4902 0.000
H -1.9136 -0.6923 -2.6957 -0.002
H -2.6474 -2.0536 -1.7931 0.001
H -0.7247 -4.2449 -2.8039 0.001
H 1.6867 -4.8266 -2.3018 0.005
H 5.1776 -2.1707 -0.0362 0.003
C -2.9386 -2.3734 3.4711 0.001
C -3.3134 -1.0711 2.7968 -0.002
C -2.4226 -0.7645 1.7147 0.019
N -1.7012 -0.4273 0.8771 0.007
H -3.6865 -2.7022 4.1732 0.000
H -2.0151 -2.2142 4.0369 0.000
H -2.7079 -3.1758 2.6757 0.000
H -3.2807 -0.2182 3.4446 0.000
H -4.2787 -1.1490 2.2964 0.002
```

***

No. 5
2 unconnected molecules or ions with the total composition C20H15Br2F2N2. Source: the OMol25 dataset; level of theory: ωB97M-V/def2-TZVPD.

Values from the calculation:
ΔE to the lowest compared entry with this formula, charge and spin: 0.000 eV
E_HOMO: -11.438 eV
spin multiplicity: 1
total charge: +1

The geometry in XYZ format:
```
41
Properties=species:S:1:pos:R:3:mulliken_charge:R:1
F -3.0971 -3.9520 -3.0230 -0.288
C -2.0540 -3.0579 -3.0431 0.156
C -1.3230 -2.9187 -4.2190 -0.534
C -0.2434 -2.0275 -4.1774 -0.513
C 0.0491 -1.2660 -3.0518 -0.412
C -0.7503 -1.3320 -1.8829 0.757
C -0.5024 -0.4495 -0.7449 -0.164
C -1.2307 -0.7343 0.4327 -0.610
C -0.9963 -0.3122 1.7388 -0.271
C -1.8112 -0.6056 2.9146 0.985
C -2.9284 -1.4959 2.9609 -0.633
C -3.6729 -1.5777 4.1400 0.332
F -4.7608 -2.4144 4.1716 -0.285
C -3.3590 -0.8669 5.2990 -0.497
C -2.2382 -0.0349 5.2631 -0.490
C -1.4713 0.0741 4.1118 -0.602
C -1.7827 -2.3431 -1.8826 -0.610
H -1.5930 -3.4944 -5.1027 0.457
H 0.3719 -1.9324 -5.0693 0.394
H 0.9157 -0.6126 -3.0295 0.420
H 0.2655 0.3609 -0.8060 1.101
H -2.0710 -1.4348 0.2901 -0.004
H -0.0795 0.2908 1.8989 0.372
H -3.1980 -2.1026 2.0893 0.468
H -3.9675 -0.9709 6.1915 0.448
H -1.9563 0.5200 6.1489 0.398
H -0.5866 0.7124 4.0954 0.353
H -2.3612 -2.6031 -0.9976 0.484
Br 5.5730 0.6978 -0.4163 -0.212
C 4.0338 1.7598 -0.8582 -0.372
C 4.1838 3.1581 -1.1415 1.224
N 5.3654 3.8049 -1.0099 -0.446
C 2.9509 3.7861 -1.4927 -0.193
Br 2.9741 5.6443 -1.9931 -0.185
C 1.7223 3.0801 -1.4194 -0.517
N 1.6121 1.7724 -1.0798 -0.397
C 2.7817 1.1295 -0.8114 -0.328
H 5.4879 4.7438 -1.3853 0.197
H 6.2263 3.2950 -0.9284 0.192
H 0.8041 3.6420 -1.6443 0.400
H 2.7172 0.0672 -0.5368 0.429
```

***

No. 6
A molecular structure, C20H15Br2N4NiO6S. Source: the OMol25 dataset; level of theory: ωB97M-V/def2-TZVPD.

Values from the calculation:
ΔE to the lowest compared entry with this formula, charge and spin: 0.041 eV
E_HOMO (spin up / spin down): -5.706 / -6.114 eV
spin multiplicity: 3
total charge: -1

The geometry in XYZ format:
```
49
Properties=species:S:1:pos:R:3:mulliken_spin:R:1
Ni -0.2612 -0.0740 0.3295 1.708
O -0.2169 3.8986 -0.9234 0.002
C -0.0689 2.7636 -0.4903 -0.002
O -0.6946 1.6997 -0.8469 0.041
C 0.9727 2.5310 0.6012 0.003
C 1.8240 3.4951 1.1094 0.007
C 2.7064 3.1216 2.1186 -0.005
C 2.7149 1.8155 2.5928 0.006
C 1.8271 0.9119 2.0327 -0.004
N 1.0045 1.2925 1.0693 0.055
C 1.6909 -0.5645 2.4247 0.002
O 2.4714 -0.9961 3.2680 0.002
O 0.7693 -1.1850 1.8001 0.043
H 1.7780 4.5009 0.7171 0.001
H 3.3866 3.8535 2.5371 -0.001
H 3.3803 1.4811 3.3757 0.001
Br -4.5770 -6.9280 -1.4335 0.000
C -4.2632 -5.2157 -0.6512 0.000
C -5.1558 -4.7471 0.2984 0.000
C -4.9230 -3.5027 0.8688 0.000
C -3.8237 -2.7476 0.4853 0.002
C -2.9447 -3.2330 -0.4744 0.001
C -3.1609 -4.4816 -1.0443 0.000
C -1.7350 -2.4106 -0.9128 0.003
O -0.9216 -2.9357 -1.6713 0.005
O -1.7306 -1.2220 -0.4526 0.026
H -6.0100 -5.3443 0.5867 0.000
H -5.6068 -3.1262 1.6199 0.000
H -3.6095 -1.7860 0.9332 0.000
H -2.4588 -4.8411 -1.7840 0.000
N -3.3507 1.3522 -0.0637 0.001
C -3.3792 0.9536 1.1994 -0.001
N -4.6011 0.8457 1.7860 0.005
S -2.0040 0.5512 2.0928 0.054
H -4.1998 1.5525 -0.5624 0.000
H -2.4436 1.5253 -0.5155 -0.002
H -5.4087 1.2831 1.3779 -0.001
H -4.6150 0.6363 2.7673 0.000
Br 3.6023 -2.6111 -4.5773 0.000
C 2.5700 -1.8632 -3.1742 -0.005
C 2.6323 -2.4111 -1.9091 0.005
C 1.8556 -1.8317 -0.9194 -0.004
N 1.0752 -0.7773 -1.1433 0.051
C 1.0183 -0.2689 -2.3726 -0.003
C 1.7552 -0.7764 -3.4283 0.006
H 3.2500 -3.2694 -1.6913 0.000
H 1.8417 -2.2207 0.0905 0.002
H 0.3518 0.5735 -2.5039 -0.001
H 1.6829 -0.3401 -4.4134 0.000
```

***

No. 7
A molecular structure, C20H15Cl2N4OV. Source: the OMol25 dataset; level of theory: ωB97M-V/def2-TZVPD.

Values from the calculation:
ΔE to the lowest compared entry with this formula, charge and spin: 0.453 eV
E_HOMO (spin up / spin down): -6.062 / -7.839 eV
spin multiplicity: 3

The geometry in XYZ format:
```
43
Properties=species:S:1:pos:R:3:mulliken_spin:R:1
V 0.9678 -0.7789 -0.4471 1.361
C 2.2430 3.1856 -0.5723 -0.026
C 2.1143 1.7064 -0.7363 0.135
N 1.1788 1.0130 -0.1236 0.083
N 0.3406 1.5467 0.7674 -0.018
C -0.2315 0.5757 1.4440 0.036
O 0.1528 -0.6431 1.2819 0.007
C -1.2572 0.9191 2.4338 0.000
C -1.8734 -0.0867 3.1748 0.011
C -2.7965 0.2406 4.1492 -0.008
C -3.1132 1.5682 4.3893 0.014
C -2.5147 2.5728 3.6425 -0.007
C -1.5936 2.2530 2.6653 0.013
C 2.9220 0.8689 -1.5504 0.220
C 4.0772 1.2670 -2.2466 -0.008
C 4.7708 0.3527 -2.9951 0.087
C 4.2915 -0.9644 -3.0596 0.055
C 3.1741 -1.3055 -2.3341 0.050
N 2.4941 -0.4394 -1.5767 0.051
H 1.7714 3.4771 0.3632 0.006
H 1.7193 3.6793 -1.3890 0.018
H 3.2801 3.5075 -0.5759 0.003
H -1.6224 -1.1180 2.9738 0.002
H -3.2651 -0.5383 4.7321 0.000
H -3.8316 1.8198 5.1555 0.001
H -2.7641 3.6074 3.8313 0.000
H -1.1155 3.0082 2.0623 0.000
H 4.4099 2.2881 -2.1722 0.007
H 5.6645 0.6357 -3.5282 0.007
H 4.7866 -1.6979 -3.6760 0.003
H 2.7910 -2.3217 -2.3750 0.006
Cl 0.6546 -3.1759 -0.6209 0.002
C -1.0130 -2.9061 -0.9687 -0.006
C -1.9660 -3.8744 -0.7670 0.009
C -3.3012 -3.5504 -0.9638 -0.013
C -3.6590 -2.2595 -1.3289 0.008
C -2.6897 -1.2988 -1.5419 -0.018
Cl -3.1352 0.3262 -1.8989 0.000
C -1.3109 -1.5845 -1.3984 0.000
N -0.3179 -0.7230 -1.5493 -0.091
H -1.6739 -4.8566 -0.4291 0.001
H -4.0582 -4.3035 -0.8164 -0.001
H -4.7004 -1.9912 -1.4265 0.000
```

***

No. 8
A molecular structure, C20H15Cl2N7O4Ru. Source: the OMol25 dataset; level of theory: ωB97M-V/def2-TZVPD.

Values from the calculation:
ΔE to the lowest compared entry with this formula, charge and spin: 8.340 eV
E_HOMO (spin up / spin down): -10.177 / -10.932 eV
spin multiplicity: 2
total charge: +1

The geometry in XYZ format:
```
49
Properties=species:S:1:pos:R:3:mulliken_spin:R:1
Ru 0.5110 0.0214 -0.0133 0.001
O 3.9578 2.3554 -1.0027 0.000
C 2.9351 1.7604 -0.9553 0.000
N 2.5843 0.9205 0.2031 -0.003
C 3.2677 0.6656 1.1684 0.000
O 3.2523 -3.6915 1.7549 0.002
C 1.0309 -2.2874 2.0408 -0.005
C 0.8039 -3.1933 3.0545 0.004
C -0.3339 -3.0165 3.8149 -0.002
C -1.1717 -1.9506 3.5257 0.001
C -0.8493 -1.1095 2.4843 0.002
N 0.2501 -1.2496 1.7224 -0.001
C 1.8852 1.7856 -2.0060 0.000
C 2.1353 2.5059 -3.1590 0.001
C 1.1722 2.5155 -4.1548 0.000
C 0.0098 1.7963 -3.9485 0.000
C -0.1636 1.1074 -2.7588 0.001
N 0.7519 1.1084 -1.7872 0.002
H 1.5214 -3.9874 3.2101 -0.001
H -0.5651 -3.7011 4.6195 0.000
H -2.0701 -1.7707 4.0978 0.000
H -1.4860 -0.2734 2.2406 0.000
H 3.0760 3.0285 -3.2567 0.000
H 1.3338 3.0617 -5.0738 0.000
H -0.7641 1.7523 -4.7016 0.000
H -1.0484 0.5148 -2.5836 0.000
N -3.5839 0.8289 -0.1120 0.000
C -3.7509 -0.3794 -0.7487 0.000
C -2.5120 -0.9414 -0.8507 0.004
N -1.5953 -0.0840 -0.2932 0.001
C -2.2662 0.9664 0.1457 0.002
C -1.4918 1.9753 0.8382 -0.002
N -0.1899 1.7552 0.9754 -0.001
C 0.3187 2.8163 1.6824 0.000
C -0.6900 3.6817 1.9717 0.000
N -1.8311 3.1369 1.4310 0.000
H -4.3209 1.4763 0.1122 0.000
H -4.7204 -0.7298 -1.0556 0.000
H -2.1957 -1.9002 -1.2313 -0.004
H 1.3610 2.8816 1.9419 0.000
H -0.6994 4.6144 2.5060 0.000
H -2.7487 3.5469 1.4762 0.000
Cl 2.8769 -3.3538 -2.4142 0.115
C 1.5104 -3.8134 -1.5344 0.662
Cl 2.4689 -2.5437 1.0891 0.009
C 0.4904 -2.8513 -1.1293 0.057
O -0.5746 -3.3052 -0.7073 0.127
O 0.7391 -1.5823 -1.2968 0.011
H 1.3788 -4.8642 -1.3325 0.018
```